Entry 1:
The following is a DFT calculation (ωB97M-V/def2-TZVPD) of a 12-piece molecular cluster, C48H104F18N6O26S6 overall.

XYZ file:
```
208
Properties=species:S:1:pos:R:3:mulliken_charge:R:1
C 0.1968 14.3189 -3.1776 -1.11
C -0.9691 13.2347 -3.2283 -1.03
C -0.7205 11.9170 -2.4972 -0.54
C 0.0147 10.9074 -3.3743 -1.19
N 0.9292 9.8864 -2.6599 0.34
C 2.1826 10.5008 -2.0693 -0.48
C 3.2702 10.4052 -3.1212 -0.68
C 3.0166 9.0497 -3.7400 -0.52
C 1.5071 9.0262 -3.8138 -0.61
C 0.0271 9.1691 -1.6238 -1.01
H -0.1911 15.3239 -3.3438 0.38
H 0.8232 14.1251 -4.0483 0.30
H 0.7799 14.3142 -2.2567 0.29
H -1.3486 13.0048 -4.2239 0.44
H -1.8795 13.7000 -2.8506 0.44
H -1.7471 11.5793 -2.3552 0.41
H -0.2940 12.1669 -1.5257 0.45
H 0.5933 11.4845 -4.0956 0.51
H -0.5661 10.2063 -3.9735 0.62
H 2.3792 9.9085 -1.1756 0.45
H 2.0019 11.5551 -1.8596 0.21
H 4.2277 10.6517 -2.6624 0.44
H 3.3101 11.1964 -3.8698 0.30
H 3.3103 8.1545 -3.1918 0.32
H 3.3649 8.9371 -4.7667 0.34
H 1.1588 8.0107 -3.6252 0.37
H 1.1395 9.3123 -4.7993 0.34
H -0.3591 9.9186 -0.9330 0.37
H 0.6319 8.4339 -1.0928 0.44
H -0.8214 8.6273 -2.0416 0.41
C 7.4438 6.0724 3.5530 -1.07
C 6.8498 4.6443 3.2972 -0.82
C 6.3279 3.9769 4.5993 -0.47
C 4.9300 4.4867 5.0229 -1.02
N 4.3249 3.9833 6.3370 0.47
C 2.8790 4.4617 6.3943 -0.57
C 2.7299 5.0621 7.8266 -0.69
C 4.1487 5.7112 8.0213 -0.52
C 5.0500 4.6798 7.4782 -0.49
C 4.3887 2.5183 6.4861 -1.18
H 7.9853 6.1509 4.4957 0.28
H 6.6454 6.8115 3.4871 0.30
H 8.0966 6.2740 2.7036 0.37
H 7.6149 3.9579 2.9346 0.40
H 6.1079 4.5951 2.5001 0.37
H 6.9842 4.2257 5.4333 0.28
H 6.3326 2.9158 4.3501 0.44
H 4.1452 4.3450 4.2798 0.62
H 5.0665 5.5514 5.2122 0.26
H 2.3497 3.5151 6.2849 0.37
H 2.5902 5.0703 5.5374 0.35
H 2.4792 4.1785 8.4135 0.35
H 1.9087 5.7788 7.8391 0.37
H 4.3322 5.8759 9.0830 0.39
H 4.2333 6.5993 7.3950 0.29
H 5.1858 3.9485 8.2749 0.43
H 6.0232 5.0989 7.2225 0.20
H 5.4395 2.2344 6.5440 0.43
H 3.9054 2.1854 5.5676 0.49
H 3.9659 2.1462 7.4194 0.36
C -5.2719 -9.9189 5.5937 -0.93
O -6.5228 -10.3437 5.0834 -0.23
C -7.5395 -9.4361 5.5518 -0.40
C -8.9054 -9.9794 5.0761 -0.81
N -9.0130 -11.5105 5.3313 -0.22
H -9.7585 -11.8399 4.7347 0.39
H -8.2128 -12.0731 5.0797 0.36
C -9.3230 -11.9317 6.8356 -0.65
C -7.9925 -12.2392 7.4836 -0.26
O -7.3871 -13.2587 6.6721 -0.38
C -6.0355 -13.4795 6.9599 -0.73
H -4.8413 -9.0864 5.0372 0.33
H -4.5745 -10.7555 5.5504 0.28
H -5.3232 -9.6274 6.6427 0.39
H -7.3824 -8.3891 5.2926 0.51
H -7.5153 -9.5244 6.6380 0.27
H -9.1283 -9.9411 4.0098 0.40
H -9.7538 -9.5177 5.5811 0.39
H -9.9190 -12.8444 6.8334 0.39
H -9.9083 -11.0823 7.1877 0.38
H -8.1606 -12.5651 8.5101 0.49
H -7.3177 -11.3856 7.5477 0.14
H -5.5812 -13.8867 6.0566 0.24
H -6.0109 -14.1213 7.8406 0.31
H -5.4548 -12.5891 7.2008 0.31
C 4.4398 4.2524 -8.2593 -0.74
O 5.4405 5.2294 -8.6268 -0.34
C 6.6952 5.0228 -8.1268 -0.54
C 7.7922 5.8255 -8.8657 -0.49
N 7.5923 5.6795 -10.4146 -0.26
H 7.6671 4.7111 -10.6916 0.36
H 6.7364 5.9986 -10.8455 0.44
C 8.6486 6.5791 -11.1482 -0.60
C 8.1707 6.6181 -12.6052 -0.65
O 6.7931 7.0469 -12.7777 -0.35
C 6.6000 8.4293 -12.7958 -0.63
H 3.4345 4.6428 -8.4179 0.25
H 4.4917 4.1054 -7.1805 0.33
H 4.6475 3.3109 -8.7677 0.32
H 6.8487 3.9470 -8.2117 0.45
H 6.6638 5.3921 -7.1017 0.36
H 8.8211 5.4787 -8.7705 0.37
H 7.6816 6.8993 -8.7144 0.34
H 9.5681 6.0019 -11.0506 0.46
H 8.7307 7.5941 -10.7594 0.33
H 8.1466 5.5650 -12.8855 0.30
H 8.8460 6.9999 -13.3709 0.46
H 6.9929 8.9065 -13.6936 0.31
H 7.1144 8.9372 -11.9800 0.27
H 5.5262 8.6168 -12.7916 0.25
C 1.4679 1.2008 -0.2287 -0.75
O 0.7491 1.0798 1.0316 -0.32
C -0.5275 1.5971 1.0088 -0.63
C -1.5911 0.8590 0.0995 -0.76
N -1.6926 -0.5457 0.5776 -0.03
H -0.7596 -0.9022 0.4276 0.42
H -1.9591 -0.6057 1.5500 0.22
C -2.7902 -1.3945 -0.1470 -0.63
C -2.8494 -2.8295 0.3170 -0.58
O -3.2797 -2.9777 1.7235 -0.37
C -2.2496 -3.0254 2.7013 -0.60
H 0.9184 0.9637 -1.1397 0.30
H 2.4123 0.6566 -0.2270 0.28
H 1.6859 2.2654 -0.3133 0.32
H -0.3691 2.6595 0.8237 0.40
H -0.9285 1.6645 2.0201 0.40
H -1.3325 0.7071 -0.9485 0.47
H -2.5522 1.3546 0.2364 0.41
H -2.4872 -1.3300 -1.1920 0.46
H -3.7007 -0.8379 0.0751 0.39
H -1.9290 -3.3492 0.0508 0.44
H -3.6089 -3.3035 -0.3048 0.34
H -1.4643 -3.7145 2.3908 0.36
H -2.6453 -3.3593 3.6604 0.25
H -1.8386 -2.0327 2.8852 0.19
C -7.5960 -8.3597 -1.5990 -0.77
O -6.6601 -9.2771 -1.4413 -0.27
C -5.9223 -9.6437 -2.6141 -0.56
C -4.5295 -10.2905 -2.4900 -0.68
N -4.5077 -11.5414 -1.5062 -0.17
H -4.9533 -12.3454 -1.9247 0.41
H -3.5244 -11.7188 -1.3583 0.37
C -5.0615 -11.4244 -0.1071 -0.62
C -4.8713 -12.7229 0.7251 -0.55
O -5.5356 -13.7185 0.0278 -0.39
C -6.8552 -13.9531 0.4778 -0.69
H -8.2228 -8.2154 -0.7190 0.24
H -8.1926 -8.7608 -2.4184 0.35
H -7.3286 -7.3447 -1.8928 0.31
H -5.7334 -8.7657 -3.2319 0.48
H -6.4762 -10.3062 -3.2793 0.40
H -3.7316 -9.6551 -2.1056 0.39
H -4.2252 -10.6060 -3.4879 0.35
H -6.1356 -11.2439 -0.1501 0.30
H -4.5004 -10.5629 0.2549 0.46
H -5.3208 -12.4220 1.6714 0.36
H -3.8203 -12.9986 0.8113 0.45
H -6.8279 -14.5898 1.3621 0.30
H -7.3584 -14.4800 -0.3329 0.26
H -7.4115 -13.0525 0.7377 0.31
C -4.6545 2.4566 -5.0371 0.55
F -4.7640 2.0047 -3.7931 -0.21
F -3.9310 1.5091 -5.6525 -0.22
F -5.7971 2.6649 -5.7010 -0.22
S -3.5699 4.1132 -5.1592 1.06
O -4.2280 5.0745 -4.3294 -0.65
O -2.2667 3.6849 -4.6317 -0.67
O -3.5189 4.4739 -6.5523 -0.65
C 8.5924 -1.2802 -3.9166 0.56
F 8.6522 -1.5816 -5.1775 -0.23
F 9.5792 -0.4082 -3.7756 -0.24
F 7.3570 -0.8708 -3.4869 -0.21
S 9.0347 -2.9371 -2.9600 1.07
O 8.0528 -3.8993 -3.5309 -0.65
O 10.4184 -3.2829 -3.2252 -0.65
O 8.7672 -2.5885 -1.5695 -0.65
C -4.2422 4.4025 5.4604 0.55
F -3.3107 4.1845 6.3083 -0.19
F -5.2209 5.1579 6.0030 -0.24
F -3.8528 5.1158 4.3798 -0.24
S -5.0860 2.6797 4.8424 1.04
O -4.1052 1.8055 4.2268 -0.58
O -5.6140 1.9976 6.0768 -0.66
O -6.2130 3.0614 3.9361 -0.68
C 0.4103 -3.5371 -6.2998 0.58
F -0.8098 -3.1611 -6.5721 -0.24
F 0.6507 -4.6022 -7.0550 -0.23
F 1.1760 -2.5325 -6.6338 -0.23
S 0.5326 -3.9838 -4.4071 1.07
O 1.9237 -4.5664 -4.2423 -0.65
O 0.4263 -2.7122 -3.7537 -0.61
O -0.5223 -4.9716 -4.1628 -0.68
C 4.8826 -3.6299 3.2833 0.57
F 4.3007 -3.4283 4.4620 -0.23
F 5.1277 -2.4968 2.6345 -0.20
F 5.9578 -4.3399 3.4945 -0.22
S 3.6721 -4.6937 2.1720 1.03
O 4.4391 -4.9722 0.9127 -0.64
O 3.3308 -5.9143 2.8570 -0.69
O 2.5030 -3.8695 1.9318 -0.62
C -2.0971 -1.6152 9.1031 0.59
F -2.4862 -0.6901 8.2196 -0.24
F -1.2210 -2.2921 8.3891 -0.22
F -1.7024 -0.9361 10.1745 -0.23
S -3.6403 -2.8233 9.6182 1.06
O -3.7846 -2.7286 11.0674 -0.66
O -4.8652 -2.2295 8.9999 -0.65
O -3.3486 -4.1570 9.1095 -0.65
```

Output
- E_HOMO: -5.2 eV
- Gap between HOMO and LUMO: 3.05 eV
- E_LUMO: -0.080 hartree

Entry 2:
The following is a DFT calculation (ωB97M-V/def2-TZVPD) of a single C2H5IO molecule.

XYZ file:
```
9
Properties=species:S:1:pos:R:3:nbo_charge:R:1
C 0.5879 0.6762 0.0898 -0.66
C -0.3785 -0.4693 0.3279 0.10
O -0.1901 -1.3882 -0.5891 -0.68
I -2.4779 0.3148 0.1458 -0.10
H 0.2013 1.7044 0.1404 0.24
H 1.4511 0.6738 0.7571 0.23
H 0.9957 0.3730 -0.8580 0.19
H -0.3474 -0.8625 1.3979 0.21
H 0.1579 -1.0223 -1.4119 0.48
```

Output
- Energy relative to the best compared isomer or geometry (same formula, charge and spin): 8.9 kcal per mole
- E_HOMO: -9.2 eV
- Gap between HOMO and LUMO: 9.84 eV
- SMILES: C[C@H](O)I
- E_LUMO: 0.023 hartree

Entry 3:
The following is a DFT calculation (ωB97M-V/def2-TZVPD) of C14H13BN17Sn as an isolated structure.

XYZ file:
```
46
Properties=species:S:1:pos:R:3:mulliken_spin:R:1
Sn 1.1576 -1.0102 17.1632 0.00
C -0.1927 -0.1058 13.0408 0.27
C -0.2533 0.1508 14.5449 -0.01
N 0.8399 -0.6967 15.0209 0.37
N 1.3172 -1.5021 14.0152 0.34
C 0.7249 -1.1105 12.8300 -0.11
B 2.5076 -2.4434 14.3556 0.02
N 3.6311 -1.4455 14.8160 0.00
C 4.6497 -0.8533 14.1125 0.01
C 4.9654 0.3305 14.7948 0.00
C 4.1919 0.3108 15.9739 0.01
N 3.3503 -0.7278 16.0032 0.00
N 2.3138 -3.4137 15.5326 0.01
C 2.3239 -4.7676 15.3970 -0.01
C 1.9433 -5.3547 16.5831 0.00
C 1.7720 -4.2234 17.5639 0.00
N 1.9675 -3.0604 16.7784 0.02
N 2.9646 -3.1609 13.0204 0.00
C 4.1961 -3.7918 12.9197 0.00
C 4.1406 -4.7591 11.9248 0.00
C 2.8118 -4.6064 11.4333 0.00
N 2.1256 -3.7345 12.1638 0.00
H -0.8868 0.3229 12.3616 0.00
H -0.0323 1.2161 14.6691 0.03
H 0.9529 -1.6573 11.9278 0.00
H 5.0523 -1.3477 13.1893 0.00
H 5.4966 1.1563 14.4206 0.00
H 4.2158 1.1102 16.7231 0.00
H 2.5615 -5.2540 14.4222 0.00
H 1.8484 -6.4124 16.7433 0.00
H 2.4159 -4.2083 18.4898 0.00
H 5.0825 -3.5476 13.5567 0.00
H 4.7727 -5.6025 11.6224 0.00
H 2.3214 -5.1236 10.6588 0.00
N -2.6393 -2.4711 17.5727 0.00
C -1.5425 -3.2276 17.9702 0.00
N -1.6502 -4.4670 18.4810 0.00
N -0.4276 -4.9709 18.5193 0.00
N 0.4322 -3.9543 18.1032 0.00
N -0.3038 -2.8413 17.7481 0.00
C -2.4070 -1.5932 16.5527 0.00
N -3.1380 -1.6518 15.3910 0.01
N -2.4982 -0.8568 14.5607 0.00
N -1.4393 -0.2846 15.2855 0.04
N -1.3609 -0.7835 16.5715 0.00
H -3.4792 -3.0283 17.6263 0.00
```

Output
- Expectation value of S²: 0.7716
- Spin multiplicity: 2
- Energy relative to the best compared isomer or geometry (same formula, charge and spin): 0.0 kcal per mole
- E_HOMO (spin up / spin down): -14.8 / -15.2 eV
- Gap between HOMO and LUMO (spin up / spin down): 4.50 / 4.93 eV
- Charge: +2
- E_LUMO (spin up / spin down): -0.380 / -0.377 hartree

Entry 4:
The following is a DFT calculation (ωB97M-V/def2-TZVPD) of a single C3HNOS molecule.

XYZ file:
```
7
Properties=species:S:1:pos:R:3:nbo_charge:R:1
N -0.8073 0.5980 2.2295 -0.21
C -0.4321 0.0115 1.1758 0.21
C 0.0259 -0.2926 -0.1877 -0.37
S 0.0824 -1.6966 -0.8638 0.28
C 0.6156 1.1000 -0.7687 0.38
O 0.1809 2.1377 -0.1982 -0.46
H 1.6293 0.9449 -1.5158 0.17
```

Output
- Energy relative to the best compared isomer or geometry (same formula, charge and spin): 38.5 kcal per mole
- E_HOMO: -10.1 eV
- Gap between HOMO and LUMO: 7.78 eV
- SMILES: N#CC(=S)C=O
- E_LUMO: -0.086 hartree

Entry 5:
The following is a DFT calculation (ωB97M-V/def2-TZVPD) of C14H29IMnN5O6 as an isolated structure.

XYZ file:
```
56
Properties=species:S:1:pos:R:3:mulliken_spin:R:1
Mn -1.1315 1.7253 -0.1152 4.82
C 0.5218 1.5944 -4.6514 0.00
N 1.5125 1.3932 -3.6053 0.00
C 2.8898 1.4633 -4.0372 0.00
C 1.0863 1.3104 -2.3472 0.00
O -0.1213 1.2179 -2.0875 0.02
C 2.0800 1.3461 -1.1833 0.00
O 1.3592 0.9700 -0.0226 -0.02
C 1.9676 1.3087 1.2102 -0.01
C 0.8531 1.3540 2.2643 0.01
O -0.3093 1.0792 1.9345 0.01
N 1.1704 1.6982 3.5105 0.00
C 0.1261 1.8561 4.5067 0.00
C 2.4729 2.1624 3.9296 0.00
H 0.2961 0.6577 -5.1650 0.00
H 0.9078 2.3113 -5.3747 0.00
H -0.3931 1.9823 -4.2054 0.00
H 2.9616 1.0260 -5.0321 0.00
H 3.5490 0.9043 -3.3796 0.00
H 3.2317 2.4992 -4.0918 0.00
H 2.4570 2.3762 -1.0870 0.00
H 2.9223 0.6616 -1.3463 0.00
H 2.4348 2.3016 1.1597 0.00
H 2.7293 0.5597 1.4753 0.00
H -0.8424 1.7120 4.0344 0.00
H 0.1776 2.8612 4.9262 0.00
H 0.2640 1.1272 5.3086 0.00
H 2.5656 3.2392 3.7614 0.00
H 3.2712 1.6428 3.4085 0.00
H 2.5888 1.9752 4.9962 0.00
I -0.4198 4.1278 0.0994 0.06
C -1.8086 -2.8608 -1.2237 0.00
C -0.9883 -1.5686 -1.0207 0.01
N -0.5461 -1.4606 0.3552 0.01
C 0.2790 -2.5977 0.6939 0.00
C -0.5630 -3.8943 0.6144 0.00
N -1.9069 -3.5310 0.0987 0.00
C -2.5916 -2.6265 1.0544 0.00
C -1.6783 -1.4009 1.2600 0.00
H -1.3400 -3.5472 -1.9336 0.00
H -2.8218 -2.6138 -1.5530 0.00
H -1.6025 -0.6980 -1.2588 0.01
H -0.1169 -1.5467 -1.6773 -0.01
H 0.6712 -2.4570 1.7031 0.00
H 1.1244 -2.6278 0.0042 0.00
H -0.6740 -4.3509 1.5999 0.00
H -0.1123 -4.6213 -0.0591 0.00
H -2.4714 -4.3764 -0.0106 0.00
H -2.7876 -3.1611 1.9838 0.00
H -3.5339 -2.3168 0.6003 0.00
H -1.2954 -1.3465 2.2777 0.00
H -2.2250 -0.4751 1.0709 0.01
O -5.0711 0.9996 -1.1744 0.01
N -4.0848 0.4054 -0.8560 0.01
O -4.0128 -0.8202 -0.7885 0.01
O -3.0229 1.0492 -0.5547 0.05
```

Output
- Expectation value of S²: 8.7549
- Spin multiplicity: 6
- Energy relative to the best compared isomer or geometry (same formula, charge and spin): 22.4 kcal per mole
- E_HOMO (spin up / spin down): -10.8 / -10.9 eV
- Gap between HOMO and LUMO (spin up / spin down): 8.31 / 8.46 eV
- Charge: +1
- E_LUMO (spin up / spin down): -0.090 / -0.090 hartree

| no. | largest force on an atom (eV/A) | DFT total energy (eV) |
| --- | --- | --- |
| 1 | 6.0 | -227538.1322 |
| 2 | 3.3 | -12302.4852 |
| 3 | 5.1 | -46546.9254 |
| 4 | 9.9 | -17496.3608 |
| 5 | 1.4 | -74138.0922 |